1.
{"formula": "C22H17Cl2IN3O10SZr", "method": "wB97M-V/def2-TZVPD", "relative_energy_kj_mol": 0.0, "homo_energy_ev": -5.707, "charge": -1, "e_tot_ev": -93305.4316, "symbols": ["Zr", "C", "C", "N", "C", "C", "C", "O", "C", "C", "N", "C", "C", "C", "C", "C", "C", "I", "C", "O", "H", "H", "H", "H", "H", "H", "H", "H", "H", "H", "H", "H", "Cl", "C", "Cl", "H", "H", "O", "S", "O", "O", "O", "O", "C", "O", "C", "C", "C", "N", "C", "C", "C", "O", "O", "H", "H", "H"], "coordinates": [[0.025, 1.387, 0.891], [-1.502, -0.261, 4.709], [-1.367, -1.297, 3.637], [-2.074, -2.402, 3.705], [-1.996, -3.310, 2.710], [-1.191, -3.155, 1.612], [-1.148, -4.175, 0.506], [-2.044, -5.233, 0.788], [-0.418, -1.978, 1.518], [0.583, -1.805, 0.488], [1.087, -0.670, 0.173], [2.202, -0.658, -0.708], [2.086, -1.109, -2.017], [3.169, -1.033, -2.877], [4.372, -0.511, -2.431], [4.496, -0.054, -1.126], [3.411, -0.123, -0.271], [3.559, 0.637, 1.673], [-0.507, -1.026, 2.539], [0.184, 0.099, 2.523], [-2.188, -0.620, 5.472], [-1.885, 0.668, 4.277], [-0.533, -0.037, 5.159], [-2.619, -4.186, 2.810], [-0.125, -4.564, 0.402], [-1.411, -3.687, -0.441], [-2.043, -5.835, 0.042], [0.996, -2.700, 0.019], [1.124, -1.467, -2.364], [3.057, -1.352, -3.905], [5.214, -0.426, -3.105], [5.425, 0.377, -0.782], [0.573, 2.816, 3.433], [0.548, 4.549, 3.011], [1.422, 4.846, 1.515], [1.025, 5.084, 3.822], [-0.493, 4.825, 2.880], [-2.770, 2.557, 2.754], [-2.555, 2.316, 1.350], [-3.627, 2.611, 0.455], [-2.028, 0.879, 1.144], [-1.247, 3.044, 0.920], [-2.542, 0.435, -5.888], [-1.365, 0.683, -5.583], [-0.327, 0.752, -6.264], [-1.131, 0.909, -4.063], [-2.077, 0.522, -3.125], [-1.802, 0.631, -1.774], [-0.632, 1.108, -1.329], [0.256, 1.563, -2.238], [0.054, 1.469, -3.594], [1.528, 2.106, -1.646], [2.499, 2.373, -2.305], [1.467, 2.187, -0.324], [-3.024, 0.132, -3.474], [-2.508, 0.324, -1.016], [0.817, 1.788, -4.290]], "forces_ev_per_a": [[-0.173, -0.326, -0.360], [-0.012, -0.011, -0.018], [-0.003, 0.041, -0.001], [-0.009, -0.017, -0.019], [-0.018, 0.011, 0.018], [0.028, -0.008, -0.049], [0.004, 0.009, 0.003], [0.016, 0.037, 0.073], [-0.014, 0.013, 0.143], [0.113, -0.021, 0.008], [-0.168, 0.042, -0.056], [0.047, 0.001, -0.077], [-0.063, -0.007, 0.036], [0.035, 0.002, -0.027], [-0.011, -0.002, -0.002], [-0.023, -0.010, 0.002], [0.019, 0.047, 0.091], [0.160, -0.105, -0.077], [0.029, -0.052, 0.045], [-0.173, 0.263, -0.185], [0.004, -0.008, 0.000], [0.000, 0.006, 0.015], [0.003, 0.007, -0.005], [0.003, -0.001, 0.006], [-0.001, 0.003, 0.000], [-0.006, -0.011, -0.004], [-0.014, -0.046, -0.070], [-0.017, 0.003, -0.001], [0.010, -0.007, -0.012], [-0.001, 0.002, -0.002], [-0.003, -0.004, -0.006], [0.001, -0.001, -0.001], [0.192, -0.050, -0.030], [-0.108, -0.011, -0.107], [0.044, 0.095, 0.106], [-0.012, -0.003, 0.007], [-0.002, -0.046, -0.044], [-0.079, 0.019, -0.072], [-0.142, 0.115, 0.170], [0.055, -0.023, -0.065], [0.117, -0.101, 0.032], [0.230, 0.087, 0.125], [-0.004, -0.004, -0.027], [0.027, -0.062, 0.106], [-0.017, 0.042, -0.029], [-0.019, 0.015, -0.097], [-0.029, 0.008, 0.040], [0.101, -0.170, -0.028], [-0.047, 0.328, 0.107], [0.055, -0.150, 0.097], [0.066, -0.045, 0.044], [0.037, -0.117, -0.058], [-0.043, 0.185, 0.031], [-0.173, 0.018, 0.239], [0.003, -0.003, -0.010], [-0.006, 0.015, 0.002], [-0.006, 0.005, -0.007]], "mulliken_charge": [1.068, -1.058, 0.706, -0.666, -0.620, 0.121, -0.780, -0.519, 0.279, -0.291, 0.673, -0.304, 0.077, -0.759, -0.604, -0.406, -0.103, 0.139, 0.544, -0.906, 0.371, 0.158, 0.256, 0.462, 0.324, 0.419, 0.303, 0.492, 0.488, 0.403, 0.390, 0.395, -0.055, -0.308, -0.104, 0.363, 0.249, -0.671, 1.108, -0.664, -0.360, -0.533, -0.723, 0.418, -0.714, 0.238, -1.118, -0.232, 0.426, 0.476, -0.708, 0.280, -0.662, -0.528, 0.500, 0.619, 0.651]}

=====

2.
{"formula": "C18H43B2FO12S3Ta", "method": "wB97M-V/def2-TZVPD", "homo_energy_ev": -4.635, "charge": -1, "e_tot_ev": -82061.0940, "symbols": ["C", "B", "O", "Ta", "O", "C", "C", "C", "O", "O", "B", "O", "O", "C", "C", "F", "H", "H", "H", "H", "H", "H", "H", "H", "H", "H", "H", "H", "H", "H", "H", "H", "H", "H", "H", "C", "C", "C", "S", "O", "O", "C", "H", "H", "H", "H", "H", "H", "H", "H", "C", "C", "C", "S", "O", "O", "C", "H", "H", "H", "H", "H", "H", "H", "H", "C", "C", "C", "S", "O", "O", "C", "H", "H", "H", "H", "H", "H", "H", "H"], "coordinates": [[0.243, -0.201, 0.830], [-0.264, -0.098, -0.732], [0.076, 1.048, -1.577], [-1.528, -1.913, -1.529], [-2.815, -1.704, 0.194], [-0.152, -2.259, -3.345], [0.644, -3.674, -3.209], [2.231, -3.506, -3.317], [0.218, -4.492, -4.324], [-2.700, -3.598, -2.158], [-3.498, -3.990, -0.998], [-2.960, -4.726, 0.117], [-4.913, -3.627, -0.961], [-2.910, -0.427, -2.643], [-2.401, 0.053, -4.079], [-3.110, 0.737, -1.756], [0.728, 0.805, 1.122], [-0.673, -0.400, 1.489], [0.945, -1.086, 0.948], [-0.300, 1.835, -1.119], [-0.414, -3.009, -0.512], [-2.884, -0.733, 0.335], [-0.661, -2.138, -4.355], [0.674, -1.453, -3.305], [0.417, -4.137, -2.185], [2.551, -2.773, -4.134], [2.735, -3.250, -2.330], [2.644, -4.531, -3.646], [-0.706, -4.270, -4.550], [-3.099, -4.234, 0.953], [-5.050, -3.136, -0.121], [-3.945, -0.895, -2.782], [-2.842, 1.108, -4.243], [-1.277, 0.162, -4.179], [-2.878, -0.593, -4.898], [-1.885, -2.835, 5.215], [-2.801, -1.792, 5.861], [-3.433, -0.975, 4.733], [-3.498, -2.057, 3.306], [-2.623, -1.532, 2.288], [-4.876, -2.404, 3.033], [-2.694, -3.449, 4.080], [-1.562, -3.592, 5.932], [-0.991, -2.345, 4.815], [-3.585, -2.300, 6.432], [-2.255, -1.149, 6.555], [-4.443, -0.650, 4.987], [-2.820, -0.111, 4.473], [-2.079, -3.976, 3.349], [-3.472, -4.112, 4.465], [0.197, 4.992, -4.276], [1.216, 6.133, -4.243], [1.361, 6.577, -2.786], [0.986, 5.140, -1.786], [-0.223, 5.402, -1.040], [2.198, 4.674, -1.150], [0.591, 4.052, -3.144], [0.194, 4.478, -5.239], [-0.808, 5.389, -4.101], [2.180, 5.771, -4.615], [0.911, 6.966, -4.880], [2.374, 6.916, -2.567], [0.645, 7.360, -2.533], [-0.208, 3.370, -2.854], [1.493, 3.490, -3.394], [5.709, 1.691, 3.015], [4.393, 2.471, 3.049], [3.284, 1.522, 2.589], [3.827, -0.128, 3.023], [4.046, -0.874, 1.807], [3.006, -0.632, 4.101], [5.414, 0.354, 3.683], [6.511, 2.226, 3.527], [6.017, 1.532, 1.977], [4.193, 2.804, 4.073], [4.435, 3.362, 2.418], [2.339, 1.734, 3.089], [3.148, 1.559, 1.508], [6.157, -0.411, 3.460], [5.305, 0.469, 4.763]], "forces_ev_per_a": [[-0.476, 1.169, -0.145], [0.962, 0.329, -0.034], [-1.113, -0.444, 1.663], [-2.860, -2.875, 0.045], [1.324, 0.662, -4.853], [1.317, 0.382, 0.678], [-0.114, 1.526, -0.125], [0.016, -0.979, -0.578], [-0.019, -0.148, 0.367], [-0.737, 0.155, 3.707], [-0.081, 0.899, -1.148], [-0.282, 1.215, -0.773], [1.993, 0.045, 0.462], [0.260, 0.213, -0.983], [-1.161, 1.225, 0.292], [-0.043, -0.432, -0.880], [-0.447, -1.493, -0.043], [1.334, 0.207, -0.773], [-0.739, 1.148, -0.139], [0.749, -0.531, -0.261], [0.388, 0.551, 0.065], [-0.190, -1.036, -0.063], [0.696, -0.394, 1.063], [-1.262, -0.851, -0.160], [0.194, 0.281, -1.623], [-0.628, -0.822, 1.180], [-0.864, -0.127, -1.194], [-0.549, 1.402, 0.565], [0.707, -0.063, 0.537], [-0.070, -0.388, -0.868], [0.021, -0.530, -0.668], [1.260, 0.710, 0.335], [0.590, -1.387, 0.140], [-1.368, -0.403, 0.135], [0.998, 0.685, 1.167], [0.163, 0.085, 0.017], [0.005, -0.034, 0.204], [-0.143, 0.312, 0.598], [0.278, 0.113, -0.235], [-0.353, -0.044, 2.991], [0.219, 0.130, -0.219], [0.212, -0.350, 0.250], [-0.006, 0.048, -0.069], [-0.054, -0.084, -0.006], [0.048, 0.025, -0.054], [-0.054, -0.045, -0.050], [0.063, 0.008, -0.187], [-0.054, -0.124, -0.142], [-0.117, 0.114, -0.099], [0.007, 0.058, -0.085], [-0.107, 0.096, -0.034], [0.062, 0.012, -0.218], [0.160, 0.521, -0.323], [0.113, -0.481, -0.110], [0.335, 0.003, 0.130], [-0.329, 0.240, 0.241], [-0.187, -0.170, -0.375], [-0.023, 0.012, 0.099], [0.050, -0.077, -0.013], [-0.076, 0.012, 0.041], [0.051, -0.046, 0.061], [-0.131, -0.062, 0.179], [0.022, -0.136, 0.092], [0.146, -0.011, 0.106], [-0.073, -0.006, 0.142], [0.070, 0.084, -0.101], [0.046, 0.176, 0.079], [-0.119, 0.570, -0.116], [-0.318, -0.112, -0.014], [-0.069, -0.035, 0.388], [0.170, -0.162, -0.294], [0.486, 0.176, 0.119], [-0.036, -0.051, -0.046], [-0.002, -0.025, 0.086], [0.031, -0.037, -0.061], [-0.047, -0.083, 0.047], [0.017, -0.226, -0.132], [-0.027, -0.153, 0.093], [-0.188, -0.085, 0.005], [-0.051, -0.059, -0.076]], "mulliken_charge": [-0.454, 0.716, -0.331, 1.184, -1.000, -1.454, 1.053, -1.331, -0.641, -0.776, 0.680, -0.712, -0.638, 0.123, -1.121, -0.373, -0.081, 0.062, 0.289, 0.152, -0.286, 0.268, 0.583, 0.199, 0.095, 0.304, 0.248, 0.349, 0.318, 0.257, 0.289, 0.305, 0.354, 0.112, 0.284, -0.635, -0.600, -0.734, 1.073, -0.416, -0.809, -0.703, 0.396, 0.280, 0.302, 0.328, 0.340, 0.347, 0.398, 0.410, -0.751, -0.653, -0.619, 1.206, -0.673, -0.674, -0.323, 0.380, 0.324, 0.293, 0.332, 0.324, 0.345, 0.159, 0.329, -0.577, -0.739, -0.469, 1.178, -0.628, -0.688, -0.711, 0.345, 0.295, 0.312, 0.319, 0.370, 0.276, 0.387, 0.324]}

=====

3.
{"formula": "C5H12O", "method": "wB97M-V/def2-TZVPD", "relative_energy_kj_mol": 125.3, "homo_energy_ev": -10.055, "smiles": "CCCO.C=C", "e_tot_ev": -7426.0126, "symbols": ["C", "C", "C", "O", "H", "H", "H", "H", "H", "H", "H", "H", "C", "C", "H", "H", "H", "H"], "coordinates": [[-2.422, 1.173, -1.294], [-1.261, 1.585, -0.395], [-0.316, 0.436, -0.089], [0.707, 0.925, 0.750], [-3.083, 2.021, -1.496], [-3.026, 0.385, -0.829], [-2.064, 0.794, -2.259], [-1.633, 1.979, 0.558], [-0.679, 2.388, -0.862], [-0.878, -0.384, 0.394], [0.094, 0.032, -1.032], [1.307, 0.191, 0.941], [1.756, -2.097, 1.390], [2.663, -1.744, 0.483], [0.734, -2.344, 1.108], [1.997, -2.156, 2.448], [3.685, -1.499, 0.762], [2.419, -1.686, -0.576]], "forces_ev_per_a": [[-0.043, -0.034, -0.038], [0.025, 0.049, 0.026], [-0.366, -0.098, -0.267], [0.228, -0.142, 0.107], [0.096, -0.129, 0.028], [0.090, 0.109, -0.064], [-0.045, 0.051, 0.139], [0.033, -0.040, -0.127], [-0.086, -0.092, 0.053], [0.107, 0.155, -0.038], [-0.026, 0.092, 0.162], [-0.054, 0.168, 0.013], [0.138, -0.004, -0.126], [-0.111, -0.077, 0.124], [0.165, 0.035, 0.025], [-0.012, 0.015, -0.158], [-0.156, -0.037, -0.018], [0.017, -0.020, 0.159]], "mulliken_charge": [-1.151, -0.349, -0.244, -0.507, 0.328, 0.312, 0.311, 0.285, 0.294, 0.207, 0.248, 0.234, -0.490, -0.465, 0.262, 0.234, 0.248, 0.242]}

=====

4.
{"formula": "C2H6N6", "method": "wB97M-V/def2-TZVPD", "relative_energy_kj_mol": 435.0, "homo_energy_ev": -8.383, "smiles": "N/N=c1\\ncn(N)[nH]1", "e_tot_ev": -11105.7900, "symbols": ["N", "N", "C", "N", "C", "N", "N", "N", "H", "H", "H", "H", "H", "H"], "coordinates": [[2.955, 0.001, 0.300], [1.753, -0.702, -0.038], [0.681, -0.193, -0.106], [0.325, 1.170, 0.023], [-0.865, 1.158, -0.164], [-1.613, -0.016, -0.412], [-2.660, -0.259, 0.515], [-0.526, -0.917, -0.131], [3.743, -0.423, -0.402], [3.103, 1.194, 0.379], [-1.587, 1.996, -0.237], [-1.918, -1.056, 1.048], [-3.543, -0.787, 0.033], [-0.335, -1.662, -0.999]], "forces_ev_per_a": [[2.617, 1.216, -1.933], [6.612, -1.580, 0.225], [-4.191, 3.381, 1.207], [4.382, 0.066, 0.271], [-7.808, 2.769, -0.883], [2.289, -0.103, -1.252], [0.555, -3.741, 1.034], [0.391, -4.952, -4.034], [-2.608, 1.656, 2.388], [-1.529, -4.380, -0.918], [1.008, 0.118, 0.483], [-3.702, 2.081, -0.732], [3.229, 1.340, 1.166], [-1.245, 2.131, 2.978]], "mulliken_charge": [-0.508, -0.206, 0.314, -0.462, 0.020, 0.080, -0.663, -0.406, 0.254, 0.271, 0.336, 0.375, 0.266, 0.330]}

=====

5.
{"formula": "CH3Cl2O2PS", "method": "wB97M-V/def2-TZVPD", "relative_energy_kj_mol": 48.9, "homo_energy_ev": -9.782, "e_tot_ev": -50350.1179, "symbols": ["C", "O", "O", "P", "S", "Cl", "Cl", "H", "H", "H"], "coordinates": [[0.241, -1.328, 1.235], [-0.027, 1.154, -0.027], [1.690, -0.386, -0.790], [-1.066, 0.905, -1.290], [1.217, 0.080, 0.454], [-2.387, 2.378, -0.763], [0.146, 1.843, -2.640], [-0.632, -1.574, 0.543], [-0.122, -0.955, 2.179], [0.940, -2.118, 1.099]], "forces_ev_per_a": [[-1.396, 1.659, -2.808], [-0.133, -0.597, 1.260], [1.613, -1.686, -2.525], [0.799, -0.034, 0.433], [-2.443, 1.268, 1.967], [0.018, 0.047, -0.099], [-0.286, 0.178, -0.512], [1.022, 0.454, 0.877], [0.245, -0.501, 0.544], [0.561, -0.788, 0.864]], "mulliken_charge": [-0.879, -0.234, -0.489, 0.420, 0.609, -0.201, -0.189, 0.269, 0.340, 0.354]}

=====

6.
{"formula": "C6H6NO", "method": "wB97M-V/def2-TZVPD", "relative_energy_kj_mol": 451.4, "homo_energy_ev": -12.963, "charge": 1, "e_tot_ev": -9842.8958, "symbols": ["C", "C", "C", "C", "C", "C", "N", "O", "H", "H", "H", "H", "H", "H"], "coordinates": [[-4.230, -0.800, -0.090], [-1.959, -0.074, 0.429], [0.614, 1.670, -0.028], [-0.652, -0.343, -0.223], [0.606, 0.388, 0.435], [1.900, -0.338, 0.018], [-3.099, -0.409, -0.079], [0.869, 2.654, -0.449], [-0.780, -1.463, -0.125], [-0.483, -0.293, -1.312], [0.566, 0.484, 1.509], [2.726, 0.293, 0.326], [2.210, -0.500, -0.971], [1.712, -1.268, 0.559]], "forces_ev_per_a": [[-0.090, -0.030, -0.375], [1.538, 1.390, 0.754], [0.714, 0.601, -0.397], [-1.204, -0.656, -0.505], [-1.819, -3.200, -0.658], [0.344, 0.582, 1.867], [-0.330, -0.505, -0.289], [-0.145, 2.134, -0.767], [1.235, 0.559, 0.600], [-0.537, 0.265, 0.042], [-0.251, -0.284, 0.630], [0.405, -0.482, 1.053], [-0.932, -0.325, -1.873], [1.072, -0.050, -0.082]], "mulliken_charge": [0.035, -0.507, 0.251, -0.499, 0.662, -1.341, 0.090, -0.007, 0.352, 0.462, 0.325, 0.411, 0.409, 0.356]}

=====

Number 1: LUMO level 1.243 eV. Number 2: LUMO level 2.066 eV. Number 3: LUMO level 1.126 eV. Number 4: LUMO level 0.871 eV. Number 5: LUMO level 0.378 eV. Number 6: LUMO level -5.558 eV.